(1)
Below is a 3-piece molecular cluster, C19H30BCl6F8IN3O7PS overall, with properties calculated with the ωB97M-V functional and the def2-TZVPD basis.

The value obtained for the largest force on an atom is 11.89 eV Å⁻¹. Its orbital gap is 6.48 eV. Its spin multiplicity is 1. The net charge is 0. The calculation puts the LUMO energy at -2.1 eV.

Geometry as XYZ:
```
77
C19H30BCl6F8IN3O7PS the ωB97M-V functional and the def2-TZVPD basis
C 4.596 -5.464 0.068
O 4.141 -4.176 -0.479
B 4.854 -3.032 0.206
O 6.097 -3.414 0.857
N 4.160 -1.704 0.035
C 5.022 -1.094 -1.005
C 4.663 -1.587 -2.572
F 5.927 -1.867 -3.325
C 3.853 -0.941 1.289
I 5.862 -0.191 1.814
C 3.202 -2.031 2.355
Cl 2.057 -3.490 1.944
C 3.382 -1.990 3.861
C 2.707 -3.133 4.885
Cl 4.292 -0.690 4.776
C 2.673 0.250 1.103
C 2.422 1.112 2.524
C 3.477 2.147 3.066
O 4.419 2.898 2.501
F 3.391 2.419 4.560
O 1.454 -0.506 1.188
C 0.451 -0.819 0.347
N -0.636 -1.497 1.239
C -0.561 0.344 -0.318
C -2.025 -0.242 -0.757
O -2.360 0.418 -2.063
C -3.262 0.148 0.256
F -3.983 1.309 -0.361
F -4.190 -1.006 0.281
F -2.847 0.535 1.624
P 0.742 -2.018 -1.161
N 0.403 -3.558 -0.892
S 2.794 1.453 -0.260
O 1.599 2.492 -0.126
O 2.463 0.719 -1.622
C 4.154 2.599 -0.625
F 3.864 4.025 -0.194
F 4.233 2.753 -2.134
F 5.528 2.375 -0.211
H 5.684 -5.724 -0.287
H 4.452 -5.453 1.231
H 3.890 -6.305 -0.399
H 6.909 -3.171 0.287
H 6.143 -1.499 -0.898
H 5.105 0.049 -1.099
H 3.936 -2.501 -2.603
H 4.167 -0.657 -3.117
H 1.536 -2.921 4.988
H 3.132 -3.039 5.983
H 2.942 -4.236 4.540
H 1.402 1.700 2.308
H 2.080 0.386 3.411
H -0.643 -1.006 2.162
H -0.488 -2.512 1.311
H -0.621 1.185 0.527
H -0.101 0.865 -1.256
H -2.068 -1.391 -0.971
H -3.135 -0.103 -2.433
H 2.101 -1.902 -1.591
H -0.087 -1.603 -2.302
H 1.254 -4.143 -1.039
Cl -5.504 0.541 -3.614
C -6.698 1.853 -3.454
C -7.490 1.754 -2.160
Cl -8.586 0.350 -2.148
H -7.353 1.825 -4.331
H -6.140 2.794 -3.478
H -8.115 2.644 -2.038
H -6.832 1.678 -1.289
Cl -8.401 4.736 -1.915
C -9.595 6.048 -1.755
C -10.387 5.949 -0.461
Cl -11.483 4.545 -0.449
H -10.250 6.020 -2.632
H -9.036 6.989 -1.779
H -11.011 6.839 -0.339
H -9.728 5.873 0.410
```

Charges obtained by Mulliken population analysis, quoted in units of e: number 1, C, carries -0.6337; number 2, O, carries -0.4215; number 3, B, carries 0.9876; number 4, O, carries -0.4989; number 5, N, carries 0.3492; number 6, C, carries -0.5384; number 7, C, carries -0.1785; number 8, F, carries -0.4008; number 9, C, carries -1.2903; number 10, I, carries 0.1445; number 11, C, carries 0.5147; number 12, Cl, carries -0.1049; number 13, C, carries -0.1807; number 14, C, carries -1.0048; number 15, Cl, carries -0.0994; number 16, C, carries 1.0995; number 17, C, carries -0.7357; number 18, C, carries 0.2054; number 19, O, carries -0.4246; number 20, F, carries -0.3025; number 21, O, carries -0.0587; number 22, C, carries -0.6484; number 23, N, carries -0.2701; number 24, C, carries -0.6023; number 25, C, carries -0.0979; number 26, O, carries -0.5363; number 27, C, carries 0.7803; number 28, F, carries -0.2449; number 29, F, carries -0.2718; number 30, F, carries -0.2578; number 31, P, carries 0.7605; number 32, N, carries -0.9138; number 33, S, carries 1.3893; number 34, O, carries -0.6253; number 35, O, carries -0.5446; number 36, C, carries 0.5579; number 37, F, carries -0.2207; number 38, F, carries -0.2232; number 39, F, carries -0.1525; number 40, H, carries 0.2220; number 41, H, carries 0.2368; number 42, H, carries 0.2142; number 43, H, carries 0.3159; number 44, H, carries 0.3611; number 45, H, carries 0.0407; number 46, H, carries 0.1717; number 47, H, carries 0.2133; number 48, H, carries 0.2474; number 49, H, carries 0.3414; number 50, H, carries 0.2890; number 51, H, carries 0.5106; number 52, H, carries 0.3991; number 53, H, carries 0.2373; number 54, H, carries 0.2883; number 55, H, carries 0.2268; number 56, H, carries 0.3128; number 57, H, carries 0.5209; number 58, H, carries 0.2831; number 59, H, carries -0.1155; number 60, H, carries 0.0664; number 61, H, carries 0.2957; number 62, Cl, carries -0.1893; number 63, C, carries -0.4135; number 64, C, carries 0.1284; number 65, Cl, carries -0.2065; number 66, H, carries 0.3911; number 67, H, carries 0.2594; number 68, H, carries -0.1497; number 69, H, carries 0.2695; number 70, Cl, carries -0.2152; number 71, C, carries -0.4912; number 72, C, carries -0.4285; number 73, Cl, carries -0.1713; number 74, H, carries 0.3127; number 75, H, carries 0.3019; number 76, H, carries 0.3015; number 77, H, carries 0.3158

(2)
Below is a 3-piece molecular cluster, C19H30BF7O11 overall, with properties calculated with the ωB97M-V functional and the def2-TZVPD basis.

The value obtained for the largest force on an atom is 0.80 eV Å⁻¹. Its orbital gap is 9.74 eV. Its spin multiplicity is 1. The net charge is 0. The calculation puts the LUMO energy at 0.1 eV.

Geometry as XYZ:
```
68
C19H30BF7O11 the ωB97M-V functional and the def2-TZVPD basis
C 3.467 0.466 3.163
O 2.146 0.181 2.724
B 1.418 1.160 2.100
O 1.224 2.394 2.715
C 0.802 0.878 0.663
O 0.197 -0.415 0.677
C -0.610 -0.755 -0.445
C -2.095 -0.498 -0.187
C -2.625 0.927 -0.238
O -2.149 1.767 0.801
C -2.355 1.677 -1.549
F -2.148 0.844 -2.573
F -3.416 2.447 -1.877
F -1.304 2.501 -1.476
C -0.386 -2.248 -0.702
C -0.861 -3.178 0.386
F -1.022 -2.564 -1.906
C 1.954 1.056 -0.352
C 2.700 -0.233 -0.656
C 3.906 0.004 -1.581
C 3.750 -0.648 -2.927
F 3.627 -1.983 -2.812
F 2.683 -0.216 -3.602
F 4.826 -0.426 -3.701
O 1.511 1.621 -1.572
C 1.544 3.030 -1.600
H 3.966 -0.482 3.361
H 3.467 1.055 4.085
H 4.039 1.006 2.401
H 1.906 3.054 2.555
H 0.055 1.647 0.443
H -0.293 -0.221 -1.348
H -2.357 -0.898 0.798
H -2.662 -1.082 -0.918
H -3.719 0.874 -0.177
H -2.185 1.267 1.625
H 0.684 -2.409 -0.851
H -1.937 -3.126 0.549
H -0.339 -2.938 1.314
H -0.627 -4.208 0.123
H 2.684 1.757 0.104
H 2.011 -0.913 -1.153
H 3.022 -0.667 0.291
H 4.819 -0.413 -1.155
H 4.042 1.072 -1.766
H 1.065 3.464 -0.713
H 0.985 3.350 -2.478
H 2.576 3.398 -1.664
O -4.077 8.820 -0.635
C -3.683 7.749 -0.962
O -2.509 7.202 -0.564
C -2.484 5.829 -0.970
C -3.464 5.824 -2.128
O -4.343 6.899 -1.785
H -1.473 5.544 -1.247
H -2.820 5.207 -0.139
H -2.984 6.054 -3.081
H -4.023 4.898 -2.217
O -2.212 -5.702 1.559
C -1.505 -6.562 1.970
O -1.932 -7.700 2.566
C -0.817 -8.584 2.712
C 0.358 -7.622 2.694
O -0.152 -6.542 1.908
H -0.915 -9.146 3.637
H -0.804 -9.272 1.865
H 0.601 -7.246 3.689
H 1.252 -8.026 2.227
```

Charges obtained by Mulliken population analysis, quoted in units of e: number 1, C, carries -0.7214; number 2, O, carries -0.4571; number 3, B, carries 0.7497; number 4, O, carries -0.6342; number 5, C, carries 0.4430; number 6, O, carries -0.4438; number 7, C, carries 0.9269; number 8, C, carries -1.4909; number 9, C, carries -0.4278; number 10, O, carries -0.5618; number 11, C, carries 0.6846; number 12, F, carries -0.3134; number 13, F, carries -0.3147; number 14, F, carries -0.1745; number 15, C, carries 0.3119; number 16, C, carries -1.5012; number 17, F, carries -0.4358; number 18, C, carries -1.0351; number 19, C, carries -0.1524; number 20, C, carries -0.9881; number 21, C, carries 0.8191; number 22, F, carries -0.2817; number 23, F, carries -0.2274; number 24, F, carries -0.3053; number 25, O, carries -0.3267; number 26, C, carries -0.8391; number 27, H, carries 0.2406; number 28, H, carries 0.2740; number 29, H, carries 0.3218; number 30, H, carries 0.3153; number 31, H, carries -0.0638; number 32, H, carries 0.6326; number 33, H, carries 0.4292; number 34, H, carries 0.5082; number 35, H, carries 0.3479; number 36, H, carries 0.4111; number 37, H, carries 0.2738; number 38, H, carries 0.3042; number 39, H, carries 0.3181; number 40, H, carries 0.4144; number 41, H, carries 0.9563; number 42, H, carries -0.3186; number 43, H, carries 0.7269; number 44, H, carries 0.3250; number 45, H, carries 0.3142; number 46, H, carries 0.3211; number 47, H, carries 0.2991; number 48, H, carries 0.3490; number 49, O, carries -0.5160; number 50, C, carries 0.5995; number 51, O, carries -0.3563; number 52, C, carries -0.0441; number 53, C, carries -0.2061; number 54, O, carries -0.3527; number 55, H, carries 0.1859; number 56, H, carries 0.2137; number 57, H, carries 0.2520; number 58, H, carries 0.2151; number 59, O, carries -0.4650; number 60, C, carries 0.6473; number 61, O, carries -0.3501; number 62, C, carries -0.3332; number 63, C, carries -0.2851; number 64, O, carries -0.2778; number 65, H, carries 0.2860; number 66, H, carries 0.2569; number 67, H, carries 0.2564; number 68, H, carries 0.2705

(3)
Below is a 3-piece molecular cluster, C19H30BNO6 overall, with properties calculated with the ωB97M-V functional and the def2-TZVPD basis.

The value obtained for the largest force on an atom is 2.69 eV Å⁻¹. Its orbital gap is 8.15 eV. Its spin multiplicity is 1. The net charge is 0. The calculation puts the LUMO energy at -1.0 eV.

Geometry as XYZ:
```
57
C19H30BNO6 the ωB97M-V functional and the def2-TZVPD basis
C -3.190 3.968 2.083
O -2.321 2.844 1.738
B -2.939 1.663 2.226
O -3.188 1.592 3.609
C -3.326 0.403 1.317
C -4.684 0.307 0.756
C -5.095 -0.829 -0.046
C -4.136 -1.917 -0.312
C -2.804 -1.795 0.227
C -2.361 -0.641 1.040
C -0.909 -0.662 1.514
O -0.184 0.319 1.729
C -0.261 -2.071 1.705
N 0.801 -2.218 2.655
C -0.669 -3.139 0.954
C -1.816 -2.978 -0.069
O -1.973 -3.719 -1.009
H -2.976 4.860 1.447
H -4.275 3.671 2.041
H -2.921 4.263 3.138
H -2.407 1.895 4.108
H -5.426 1.118 0.940
H -6.109 -0.964 -0.478
H -4.382 -2.819 -0.911
H 0.693 -3.116 3.125
H 0.807 -1.440 3.315
H -0.165 -4.126 1.089
C -0.009 2.519 -1.930
C -0.188 1.031 -1.684
O -1.015 0.399 -2.648
C -0.553 0.431 -3.987
C 0.777 -0.276 -4.186
H -0.977 3.010 -2.046
H 0.526 2.981 -1.098
H 0.565 2.709 -2.841
H -0.670 0.893 -0.715
H 0.776 0.519 -1.617
H -0.508 1.464 -4.352
H -1.314 -0.077 -4.584
H 1.591 0.254 -3.685
H 1.022 -0.335 -5.248
H 0.742 -1.286 -3.773
C 2.700 0.292 0.474
C 4.162 0.700 0.543
O 4.931 -0.101 1.426
C 5.014 -1.480 1.107
C 5.670 -1.754 -0.236
H 2.268 0.230 1.472
H 2.133 1.014 -0.114
H 2.581 -0.688 0.006
H 4.225 1.721 0.925
H 4.615 0.713 -0.455
H 4.023 -1.945 1.163
H 5.618 -1.938 1.893
H 5.051 -1.399 -1.063
H 5.825 -2.826 -0.372
H 6.633 -1.244 -0.305
```

Charges obtained by Mulliken population analysis, quoted in units of e: number 1, C, carries -0.6541; number 2, O, carries -0.4130; number 3, B, carries 0.8463; number 4, O, carries -0.5912; number 5, C, carries 0.6151; number 6, C, carries -0.8493; number 7, C, carries -0.5772; number 8, C, carries -0.8462; number 9, C, carries 0.5122; number 10, C, carries 0.3566; number 11, C, carries 0.5669; number 12, O, carries -0.6274; number 13, C, carries 0.4054; number 14, N, carries -0.5558; number 15, C, carries -0.7660; number 16, C, carries 0.2510; number 17, O, carries -0.6001; number 18, H, carries 0.2143; number 19, H, carries 0.2300; number 20, H, carries 0.2623; number 21, H, carries 0.3127; number 22, H, carries 0.3045; number 23, H, carries 0.3631; number 24, H, carries 0.4147; number 25, H, carries 0.2664; number 26, H, carries 0.2718; number 27, H, carries 0.3207; number 28, C, carries -1.3805; number 29, C, carries 0.6494; number 30, O, carries -0.4139; number 31, C, carries -0.2733; number 32, C, carries -1.0507; number 33, H, carries 0.3727; number 34, H, carries 0.4289; number 35, H, carries 0.3536; number 36, H, carries -0.2647; number 37, H, carries -0.0314; number 38, H, carries 0.3064; number 39, H, carries 0.3639; number 40, H, carries 0.2473; number 41, H, carries 0.4080; number 42, H, carries 0.2501; number 43, C, carries -0.3251; number 44, C, carries -0.8227; number 45, O, carries -0.4437; number 46, C, carries -0.1026; number 47, C, carries -1.0819; number 48, H, carries 0.2975; number 49, H, carries 0.0548; number 50, H, carries 0.2937; number 51, H, carries 0.3483; number 52, H, carries 0.3597; number 53, H, carries 0.1208; number 54, H, carries 0.3635; number 55, H, carries 0.2419; number 56, H, carries 0.4127; number 57, H, carries 0.2837

no.,energy (hartree)
1,-6054.5707
2,-2293.6471
3,-1273.0210